# 1
5 unconnected molecules or ions with the total composition C28H31B2ClF35O8 at a distorted geometry. Source: OMol25; level of theory: wB97M-V/def2-TZVPD.

Values from the calculation:
- Max |F|: 0.0291 hartree/bohr
- HOMO-LUMO gap: 6.19 eV
- Energy: -154912.6497 eV

Geometry as ORCA input:
```
! RIJCOSX wB97M-V def2-TZVPD def2/J DEFGRID3
* xyz -1 1
Cl 2.650 1.691 6.351
F -0.150 -4.080 -0.471
F -0.161 -2.547 2.676
F -1.158 -1.737 0.903
F -0.776 -1.821 -1.821
F -0.452 2.852 -1.924
F -4.820 -6.099 -3.241
F -3.268 -7.611 -5.991
F -4.517 -8.204 -1.550
F -3.719 -2.316 -4.662
F 0.965 1.195 -1.884
F -4.120 -8.701 -4.294
F 2.012 -2.704 -1.407
F -4.320 0.383 -4.785
F -3.868 4.279 0.821
F 0.853 1.107 0.814
F -5.019 -3.067 -6.828
F -2.962 1.890 -1.545
F -0.995 0.583 -0.231
F -2.184 0.761 -6.816
F -2.096 4.475 -0.421
F -2.564 -5.983 -1.721
F -4.312 -1.026 -7.185
F -5.695 -6.738 -5.141
F 2.512 -0.660 -1.959
F -2.606 -3.778 -5.842
F -1.236 -7.372 -0.700
F -3.839 -7.175 0.262
F 0.838 1.524 4.204
F -0.211 3.027 5.350
F -3.756 2.403 -5.417
F -1.082 1.632 -5.158
F 0.602 -1.968 -3.515
F 0.747 3.551 3.452
F -1.543 -4.336 1.194
F -4.150 3.699 -1.905
O 3.141 5.304 2.043
O 3.180 3.408 4.382
O 3.343 7.219 3.338
O 3.419 5.108 5.997
O -1.978 -7.938 -2.678
O 1.285 -0.959 -0.173
O -2.327 2.724 0.987
O -1.685 -0.456 -4.976
C 1.208 -1.775 0.981
C 2.227 3.233 5.279
C -2.938 3.580 0.122
C 0.446 2.212 -1.148
C 7.799 4.259 5.550
C -3.009 -2.464 -5.797
C 0.336 -1.293 -2.362
C 0.895 2.822 4.589
C -4.542 -6.381 -4.528
C 6.289 3.980 5.630
C -3.543 -7.533 -4.652
C -1.709 -1.657 -5.716
C 1.067 5.462 6.155
C -0.113 -2.483 1.311
C -2.179 -7.383 -3.965
C -0.915 2.568 1.081
C -3.455 -7.977 -0.754
C 6.045 2.454 5.559
C -3.734 2.829 -0.956
C -2.313 -7.287 -1.519
C -0.295 -3.938 0.862
C -0.194 1.621 0.111
C -2.068 0.764 -5.472
C 5.527 4.727 4.534
C 2.207 4.433 6.299
C -3.326 1.295 -4.772
C 1.542 -1.437 -1.424
C -3.918 -2.300 -7.017
B 3.880 4.771 4.634
B 3.414 5.822 3.310
H -1.256 -1.534 -6.702
H 5.772 4.270 3.558
H 0.426 -4.582 1.372
H 0.159 -0.242 -2.588
H 0.769 5.820 7.147
H -3.084 1.545 -3.740
H 0.162 5.101 5.676
H 5.615 2.056 6.480
H 5.386 2.193 4.727
H 1.443 6.324 5.602
H -1.042 -2.305 -5.149
H 5.864 5.770 4.473
H 5.924 4.345 6.599
H -3.403 -2.643 -7.919
H -4.147 -5.488 -5.017
H 2.288 4.010 7.301
H -0.780 2.100 2.054
H -1.834 -6.349 -4.009
H -4.601 2.343 -0.506
H 6.989 1.919 5.389
H 8.301 3.901 6.459
H -1.507 -7.964 -4.595
H 1.254 2.896 -0.878
H 2.048 -2.470 1.034
H 8.024 5.320 5.411
H 3.640 4.491 1.900
H -3.101 -8.929 -0.353
H 1.337 -1.066 1.798
H 8.232 3.690 4.718
H 2.918 7.483 4.165
H -0.408 3.531 1.138
*
```

Mulliken population analysis, charges in e, atoms 1 to 8: atom 1 (Cl): -0.3208, atom 2 (F): -0.1888, atom 3 (F): -0.3464, atom 4 (F): -0.2000, atom 5 (F): -0.2312, atom 6 (F): -0.2461, atom 7 (F): -0.2133, atom 8 (F): -0.3290


# 2
A molecular structure, C28H31BiClN7O5P. Source: OMol25; level of theory: wB97M-V/def2-TZVPD.

Values from the calculation:
- Max |F|: 0.0013 hartree/bohr
- HOMO-LUMO gap: 7.74 eV
- Energy relative to the best compared isomer or geometry (same formula, charge and spin): 0.00 kcal per mole
- Energy: -77834.1064 eV

Geometry as ORCA input:
```
! RIJCOSX wB97M-V def2-TZVPD def2/J DEFGRID3
* xyz 3 1
Bi 1.145 0.276 1.485
Cl -3.820 3.587 1.858
P 2.320 -2.541 1.030
O -0.152 -1.338 1.812
O -5.477 1.107 1.651
O 0.759 0.182 -0.566
O -4.755 -0.964 1.945
O -2.228 -2.133 1.868
N -0.941 1.128 1.783
N -0.498 1.443 -2.059
N -0.286 2.483 -2.921
N 2.242 -5.090 2.030
N -1.498 2.348 1.775
N 3.991 -4.667 0.391
N 1.661 -4.845 -0.301
C -4.576 0.340 1.820
C 0.270 3.652 2.802
C -3.164 0.864 1.854
C 2.011 -3.708 2.438
C -4.120 1.200 -1.315
C 0.977 2.908 -2.796
C 2.996 -5.116 -0.700
C 0.128 5.504 0.724
C -1.928 0.229 1.830
C -1.799 0.885 -1.812
C -2.839 2.230 1.822
C -2.857 1.737 -1.518
C 1.531 4.002 -3.635
C 1.131 4.742 2.781
C 1.057 5.664 1.745
C -3.234 -1.016 -1.645
C 1.347 -5.524 0.958
C -0.726 4.411 0.722
C -1.485 -1.193 1.835
C -1.267 2.879 -3.934
C -1.973 -0.489 -1.888
C -4.305 -0.176 -1.369
C -0.640 3.503 1.764
C 3.594 -5.371 1.709
C 0.662 1.206 -1.406
C 1.607 2.125 -1.833
C 4.001 -3.173 0.546
C 1.338 -3.421 -0.271
H 3.265 -4.590 -1.615
H -3.930 -1.479 2.025
H 2.654 -3.459 3.284
H -1.895 2.026 -4.175
H 2.524 4.272 -3.285
H 0.259 2.968 3.643
H 3.155 -6.187 -0.826
H 0.977 -3.591 2.763
H 1.711 6.525 1.746
H 1.615 3.685 -4.677
H 4.320 -2.737 -0.402
H -2.704 2.808 -1.470
H 4.928 -4.978 0.126
H -4.956 1.850 -1.096
H -5.289 -0.591 -1.198
H 4.281 -5.022 2.479
H 0.060 6.241 -0.064
H 4.741 -2.916 1.305
H 0.278 -3.293 -0.047
H 2.640 2.190 -1.537
H 0.896 4.887 -3.603
H -1.883 3.703 -3.581
H 3.742 -6.436 1.533
H 1.830 4.891 3.592
H 1.456 -6.599 0.817
H 1.529 -2.974 -1.248
H 0.316 -5.314 1.238
H -3.389 -2.085 -1.704
H -1.468 4.284 -0.056
H -1.141 -1.127 -2.155
H -0.723 3.181 -4.824
*
```

Mulliken population analysis, charges in e, atoms 1 to 8: atom 1 (Bi): 1.2513, atom 2 (Cl): -0.0177, atom 3 (P): 0.7261, atom 4 (O): -0.4813, atom 5 (O): -0.5044, atom 6 (O): -0.3766, atom 7 (O): -0.4951, atom 8 (O): -0.6941


# 3
A molecular structure, C28H31Br4CdNO3Si. Source: OMol25; level of theory: wB97M-V/def2-TZVPD.

Values from the calculation:
- Max |F|: 0.0182 hartree/bohr
- HOMO-LUMO gap: 5.40 eV
- Energy: -329786.1771 eV

Geometry as ORCA input:
```
! RIJCOSX wB97M-V def2-TZVPD def2/J DEFGRID3
* xyz -2 1
Cd 0.230 1.785 -0.570
Br 0.759 0.935 -5.795
Br 3.932 0.591 -6.720
Br 6.313 0.957 -4.475
Br 5.503 1.661 -1.336
Si -0.028 -0.428 1.852
O -1.735 2.706 -0.522
O 0.541 1.546 -2.889
O 2.538 2.006 -1.034
N -0.797 -0.573 -0.848
C 3.680 -2.385 1.954
C -0.588 -2.878 -1.802
C -1.833 -0.282 -1.829
C 2.826 1.664 -2.228
C -0.291 -0.378 4.699
C -2.936 -1.108 4.865
C 3.357 -3.700 2.246
C -2.294 -1.075 3.639
C -2.007 3.839 -1.217
C 0.108 -1.575 -1.376
C -0.920 -0.398 5.931
C 1.033 -3.102 2.245
C 1.337 -1.773 1.961
C 2.168 1.153 -4.522
C 0.558 1.302 1.616
C 2.678 -1.441 1.806
C 3.498 1.008 -4.917
C 1.769 1.455 -3.221
C -2.636 -1.518 -2.248
C -1.682 -2.566 -2.821
C -0.955 -0.717 3.521
C 2.025 -4.058 2.383
C -1.306 -0.890 0.479
C 4.491 1.157 -3.976
C 4.138 1.468 -2.661
C -3.430 4.358 -0.868
C -2.254 -0.767 6.021
C -1.007 4.985 -0.914
H -2.166 -0.241 0.656
H -3.434 4.724 0.158
H -1.344 0.142 -2.710
H -2.225 -3.479 -3.097
H 0.156 -3.555 -2.228
H -2.760 -0.774 6.980
H -0.003 -3.396 2.364
H 0.878 -1.787 -0.630
H 2.939 -0.424 1.559
H -2.472 0.496 -1.412
H 1.760 -5.084 2.609
H 4.137 -4.444 2.364
H -3.983 -1.388 4.917
H 0.594 -1.147 -2.258
H 0.012 4.597 -1.004
H 4.716 -2.091 1.844
H -1.021 -3.374 -0.929
H -0.376 -0.104 6.822
H 1.588 1.490 1.908
H -1.133 5.832 -1.593
H -1.664 -1.929 0.534
H -3.169 -1.930 -1.386
H -1.987 3.658 -2.323
H -0.080 2.028 2.115
H -4.142 3.540 -0.935
H 0.747 -0.079 4.641
H -2.854 -1.338 2.752
H -1.222 -2.166 -3.729
H -1.152 5.327 0.111
H -3.744 5.161 -1.537
H -3.379 -1.231 -2.996
*
```

Mulliken population analysis, charges in e, atoms 1 to 8: atom 1 (Cd): 2.5291, atom 2 (Br): -0.2350, atom 3 (Br): -0.2428, atom 4 (Br): -0.2425, atom 5 (Br): -0.2201, atom 6 (Si): -0.3848, atom 7 (O): -1.1038, atom 8 (O): -0.9650